No. 1
The following is a DFT calculation (ωB97M-V/def2-TZVPD) of a molecular structure, C36H55ClOP4Zr in a non-equilibrium geometry.

Calculated values
Total charge = +2
Calculated total energy = -3352.19704 Ha
F_max = 2.0 eV Å⁻¹

Geometry as XYZ:
```
98
Properties=species:S:1:pos:R:3:forces:R:3
P 1.297696 1.036968 -2.654152 0.37 0.08 0.22
C 3.006883 1.499758 -2.940340 0.48 0.07 -0.08
C 3.772546 0.892380 -3.946176 0.30 0.23 0.04
H 3.371430 0.059554 -4.520306 0.06 0.18 0.06
C 5.069965 1.352548 -4.209388 -0.23 0.00 0.18
H 5.658074 0.884129 -4.992500 -0.11 0.03 0.10
C 5.614420 2.406636 -3.471909 -0.11 -0.12 -0.10
H 6.631634 2.765035 -3.684497 -0.57 -0.20 0.12
C 4.854914 2.999153 -2.463592 -0.29 -0.05 0.18
H 5.274987 3.818160 -1.881302 -0.14 -0.20 -0.11
C 3.556826 2.550798 -2.188714 0.38 0.02 -0.24
H 2.984034 3.024617 -1.393968 0.10 0.00 -0.17
C 0.997689 -0.562525 -3.419427 -0.10 -0.32 -0.55
C 1.712258 -1.684325 -2.957681 -0.24 -0.09 -0.18
H 2.449975 -1.571534 -2.160346 -0.26 -0.02 -0.20
C 1.488127 -2.938374 -3.532656 0.14 0.37 0.16
H 2.021466 -3.804716 -3.146053 -0.06 0.17 -0.15
C 0.603527 -3.071127 -4.604691 -0.09 0.06 0.04
H 0.449564 -4.049751 -5.068321 0.05 0.38 0.16
C -0.073440 -1.952989 -5.088279 -0.16 0.12 -0.04
H -0.758551 -2.047721 -5.931010 0.21 -0.01 0.20
C 0.108755 -0.697115 -4.501354 0.29 -0.13 0.30
H -0.413119 0.180532 -4.889985 0.10 -0.29 0.09
C 0.271643 2.323597 -3.390080 -0.28 0.36 -0.18
C 0.678872 2.908476 -4.603581 -0.16 -0.01 -0.01
H 1.580790 2.554845 -5.105329 -0.19 0.13 0.13
C -0.071327 3.937535 -5.175880 0.06 -0.27 0.15
H 0.244489 4.365790 -6.123466 -0.03 -0.05 0.19
C -1.224369 4.405119 -4.542553 -0.01 -0.14 0.13
H -1.811450 5.209775 -4.996917 0.26 -0.32 0.22
C -1.627349 3.836331 -3.331826 0.16 -0.21 0.02
H -2.522986 4.199720 -2.829389 0.22 -0.08 -0.12
C -0.887233 2.796376 -2.753394 0.00 0.16 -0.12
H -1.203242 2.360752 -1.802356 0.12 0.20 -0.30
Zr 0.204722 0.209863 2.133188 1.13 -0.37 1.65
C -1.624680 -1.167166 1.584589 0.06 -0.14 -0.63
C -1.789383 -1.425322 0.267784 0.13 0.63 0.43
H -2.317802 -1.617247 2.300891 0.01 -0.06 -0.16
C -0.872255 -0.765707 -0.759405 -0.18 -0.01 -1.07
O -1.797676 -0.105436 -1.653741 0.24 -0.08 -0.63
H -1.332841 0.292678 -2.415680 -0.26 -0.42 0.46
C 0.139883 0.189714 -0.215312 -0.36 -0.25 1.26
H -0.294893 -1.560446 -1.280270 -0.37 0.14 -0.09
C 1.049477 0.914452 -0.865827 0.23 0.24 -0.60
Cl 2.161000 1.651605 2.322125 0.01 0.03 -0.30
P -1.424192 2.193556 2.358565 -0.62 0.62 0.36
P 1.751336 -1.937462 2.061459 0.47 -0.83 0.06
C -0.855574 3.137045 3.813293 -0.10 0.25 0.07
H 0.183101 3.463415 3.650546 -0.36 -0.09 0.02
H -0.875654 2.499887 4.710315 -0.07 0.23 -0.45
H -1.499879 4.012873 3.965207 0.18 -0.13 0.03
C -1.415467 3.361806 0.969375 -0.04 0.40 -0.24
H -2.040801 2.988462 0.146833 0.13 0.00 0.28
H -0.385604 3.461863 0.595900 -0.27 0.00 0.13
H -1.779976 4.353720 1.262794 0.03 -0.18 -0.04
C -3.159784 1.739656 2.654333 -0.34 0.04 -0.02
H -3.231221 1.013382 3.478642 0.11 0.32 -0.33
H -3.553785 1.262120 1.743387 0.13 0.18 0.27
H -3.769508 2.620947 2.894383 0.11 -0.21 -0.06
C 2.579356 -2.138198 3.684790 0.16 -0.10 0.00
H 1.872184 -2.544751 4.425267 0.29 0.17 -0.29
H 2.919390 -1.149397 4.034736 -0.07 -0.43 -0.14
H 3.444692 -2.809310 3.583123 -0.26 0.15 0.09
C 0.935318 -3.528214 1.708477 0.01 -0.31 0.00
H 0.534840 -3.517941 0.681282 0.14 0.05 0.36
H 0.093981 -3.664104 2.407215 0.31 0.03 -0.23
H 1.635332 -4.368432 1.814897 -0.20 0.17 -0.03
C 3.114755 -1.796088 0.871514 0.36 0.02 -0.17
H 3.434624 -0.744283 0.821228 -0.04 -0.34 0.03
H 2.789960 -2.110973 -0.129198 0.03 0.07 0.32
H 3.960374 -2.418208 1.191743 -0.15 0.12 -0.18
P -3.143663 -2.426998 -0.437833 1.19 0.88 0.44
C -3.755855 -3.387069 0.938953 -0.35 -0.36 -0.07
C -2.434008 -3.471810 -1.720054 -0.24 -0.35 -0.13
H -4.165173 -2.715234 1.703477 0.10 -0.17 -0.21
H -2.942324 -3.985568 1.367906 -0.20 0.18 -0.11
H -4.551211 -4.053092 0.589456 0.07 0.05 0.13
H -2.104343 -2.870259 -2.579044 -0.10 -0.06 0.32
H -3.201400 -4.182850 -2.059126 0.26 0.13 0.02
H -1.579577 -4.029923 -1.312339 -0.26 0.14 -0.09
C -4.442298 -1.407319 -1.141080 -0.39 -0.11 -0.16
H -4.770838 -0.659301 -0.408859 0.12 -0.20 -0.14
H -5.293307 -2.047200 -1.409734 0.12 0.14 0.08
H -4.072821 -0.899540 -2.039335 -0.02 -0.15 0.33
H 1.792644 1.506797 -0.306527 -0.42 -0.16 -0.29
C -2.011658 -0.370545 5.851460 -0.12 0.12 0.16
C -0.548565 0.051475 5.767687 0.38 -0.16 -0.08
C 0.290409 -0.722294 6.798675 -0.12 0.15 0.19
C 0.062510 -0.158704 4.369523 -1.06 0.76 0.07
H -2.148238 -1.408248 5.517128 0.02 0.18 0.01
H -2.659262 0.288086 5.263067 0.11 -0.19 -0.01
H -2.368323 -0.304529 6.887771 0.09 -0.08 -0.21
H -0.478999 1.121301 6.018061 0.00 -0.24 0.02
H 0.268848 -1.795999 6.573952 0.02 0.12 0.03
H 1.332079 -0.384102 6.796774 -0.11 -0.09 -0.06
H -0.091237 -0.587436 7.817049 0.01 -0.03 -0.14
H 1.125984 0.163023 4.450994 -0.17 -0.35 -0.26
H -0.000257 -1.249418 4.185001 0.24 -0.10 -0.12
```
Positions in Å, forces in eV/Å.

Atom charges from the Mulliken analysis, given in e for atoms 1 to 8: 2.00, 0.46, -0.05, 0.38, -0.74, 0.44, -0.56, 0.40

No. 2
The following is a DFT calculation (ωB97M-V/def2-TZVPD) of a molecular structure, C36H55MgN7O6SSi.

Calculated values
Calculated total energy = -3127.32403 Ha
F_max = 0.9 eV Å⁻¹

Geometry as XYZ:
```
107
Properties=species:S:1:pos:R:3:forces:R:3
Mg 0.090064 -0.096461 -0.645659 -0.30 -0.16 0.82
O 1.859544 -0.757319 -0.740347 0.01 0.21 -0.63
C 2.878991 -1.465651 -0.385612 0.01 -0.16 0.73
C 4.103585 -1.430894 -1.080421 -0.05 -0.05 -0.05
C 5.193015 -2.161353 -0.645023 0.02 0.06 -0.10
C 5.124423 -2.946525 0.500598 -0.01 -0.08 0.12
C 3.934849 -2.991540 1.208678 -0.03 -0.02 -0.10
C 2.813656 -2.277839 0.784784 -0.11 0.11 -0.16
C 1.553872 -2.375084 1.538913 -0.17 0.01 0.12
N 0.619223 -1.451269 1.746829 0.03 -0.02 -0.10
C -0.307639 -2.031030 2.590005 0.28 0.20 0.20
C 0.047888 -3.304826 2.892117 0.17 0.01 0.07
N 1.224745 -3.512650 2.210415 0.01 0.04 0.02
H 4.160568 -0.816280 -1.972092 -0.01 -0.03 0.04
H 6.121125 -2.113001 -1.203975 -0.03 0.00 0.01
H 5.987112 -3.505329 0.839745 -0.03 0.02 0.00
H 3.878822 -3.578369 2.120735 0.03 0.03 -0.02
H -1.189056 -1.500777 2.917977 0.10 -0.02 -0.03
H -0.417795 -4.070527 3.492123 0.03 0.09 -0.10
H 1.738776 -4.373372 2.156392 0.03 -0.03 0.02
C -2.140335 -2.932579 0.377109 -0.07 -0.17 -0.06
Si -2.092831 -1.608197 -0.999011 0.37 0.13 -0.23
C -3.873713 -0.822947 -0.981155 -0.04 -0.11 -0.01
C -4.183661 -0.375418 0.455114 -0.03 -0.02 0.01
C -4.964959 -1.819985 -1.394391 -0.01 0.03 0.02
C -3.955743 0.402262 -1.897103 -0.06 0.07 0.07
C -1.734571 -2.642104 -2.611072 -0.12 -0.06 -0.03
C -2.667362 -3.841994 -2.835332 0.08 -0.06 0.00
C -1.777410 -1.747812 -3.854529 0.01 -0.02 0.00
C -0.308730 -3.197048 -2.470939 0.07 0.02 -0.04
H -2.909688 -3.695630 0.201997 0.04 0.07 -0.04
H -2.329823 -2.496596 1.360308 -0.08 -0.10 -0.25
H -1.170982 -3.447049 0.452075 -0.26 0.12 -0.08
H -4.153599 -1.212277 1.159039 -0.02 0.06 -0.06
H -5.198043 0.048521 0.497004 0.08 0.00 0.00
H -3.483667 0.386958 0.808665 0.01 -0.03 0.01
H -4.874287 -2.775448 -0.868139 0.00 0.07 -0.03
H -4.934931 -2.020303 -2.465984 0.00 -0.02 0.01
H -5.960694 -1.413447 -1.168061 0.04 0.00 -0.02
H -3.149966 1.114175 -1.688631 -0.05 -0.03 0.00
H -4.912585 0.929402 -1.756166 0.07 -0.05 -0.02
H -3.886555 0.129017 -2.951484 0.02 0.01 0.02
H -3.671225 -3.537568 -3.127795 -0.01 0.00 0.02
H -2.752137 -4.468203 -1.940988 0.02 0.05 -0.08
H -2.274543 -4.478687 -3.641538 -0.03 0.06 0.06
H -2.792436 -1.406987 -4.073511 0.02 0.00 0.00
H -1.415889 -2.291885 -4.738020 -0.03 0.02 0.06
H -1.144869 -0.860314 -3.735921 -0.02 -0.03 0.00
H -0.237102 -3.925245 -1.657054 0.01 0.06 -0.02
H 0.435057 -2.412966 -2.285540 -0.05 -0.07 0.00
H -0.015490 -3.710903 -3.397654 -0.04 0.02 0.08
C -6.622038 3.510903 2.078502 0.00 0.05 0.06
C -5.704076 3.236149 0.897490 0.02 0.08 -0.03
N -4.904901 4.394675 0.506072 0.07 0.00 0.00
C -5.594471 5.523599 -0.124537 0.01 -0.02 0.09
C -5.680255 6.741673 0.784928 -0.01 0.03 0.00
C -3.550538 4.435093 0.521178 0.00 0.10 -0.01
O -2.903561 5.343775 0.015368 -0.10 -0.12 0.04
C -2.799418 3.322685 1.201526 -0.05 0.00 0.01
C -2.834959 3.089876 2.568806 -0.08 0.07 -0.02
C -1.996943 2.124571 3.103450 0.01 -0.02 0.04
C -1.168242 1.411761 2.250976 -0.09 0.10 -0.03
N -1.139459 1.620645 0.931611 0.09 -0.31 0.24
C -1.930050 2.565422 0.432819 0.15 0.00 -0.10
H -7.188218 2.612590 2.332065 0.03 0.03 -0.02
H -7.337129 4.304724 1.851327 0.04 -0.04 0.01
H -6.046927 3.815247 2.957245 -0.04 -0.02 -0.05
H -6.295599 2.924081 0.032015 0.00 0.01 -0.02
H -5.035676 2.411306 1.121490 0.06 -0.06 0.02
H -6.589155 5.177285 -0.406678 -0.02 -0.02 0.02
H -5.057792 5.781039 -1.035720 0.03 0.02 -0.05
H -6.191945 6.501753 1.719440 0.02 0.01 -0.05
H -6.230369 7.545202 0.289308 0.04 -0.05 0.03
H -4.679634 7.107306 1.017292 -0.04 -0.02 -0.01
H -3.495153 3.667610 3.206943 0.02 -0.03 -0.03
H -1.979985 1.924909 4.167227 -0.01 0.01 -0.04
H -0.498543 0.649748 2.629027 0.04 -0.04 -0.04
H -1.867238 2.746153 -0.636764 -0.02 -0.03 0.07
C 4.650313 5.819087 4.665987 0.02 0.03 0.02
C 3.681903 5.112555 3.727056 -0.06 0.00 -0.05
S 2.784292 6.328215 2.768319 -0.11 -0.24 0.04
O 1.891346 7.022460 3.654618 -0.01 0.01 0.03
O 3.731792 7.057385 1.968336 0.08 0.03 -0.08
C 1.783869 5.341897 1.659802 0.04 0.04 0.03
C 2.611738 4.750728 0.523831 -0.20 -0.08 0.09
N 1.802855 3.824163 -0.270995 0.22 0.12 0.05
C 1.678328 2.503438 -0.006140 -0.21 0.16 -0.26
N 0.914189 1.918125 -0.923394 0.17 -0.08 -0.10
C 0.562900 2.873866 -1.820338 -0.08 0.01 -0.21
C 1.100917 4.060554 -1.433838 -0.02 -0.09 0.13
N 0.893240 5.344480 -2.021714 -0.15 0.31 -0.04
O 0.435830 5.359993 -3.147425 0.10 -0.03 0.19
O 1.153523 6.332716 -1.348749 0.04 -0.25 -0.15
C 2.306421 1.866392 1.179385 0.06 -0.03 0.08
H 5.211475 5.078732 5.235112 -0.01 0.01 0.00
H 4.111456 6.458464 5.366061 0.03 -0.03 -0.05
H 5.355360 6.431772 4.103436 -0.04 -0.03 0.03
H 2.934186 4.530168 4.271025 0.04 0.05 -0.04
H 4.204012 4.460161 3.021735 -0.02 0.07 0.05
H 1.026688 6.026000 1.271881 0.03 0.01 -0.01
H 1.280600 4.577113 2.257146 0.05 0.05 -0.02
H 3.466115 4.188206 0.893505 0.00 -0.01 0.03
H 2.980506 5.542649 -0.110666 0.05 0.09 -0.10
H -0.062530 2.683076 -2.679457 0.05 0.01 0.08
H 3.393512 1.989675 1.157420 -0.09 -0.03 0.00
H 2.095626 0.801267 1.205054 -0.08 -0.08 -0.11
H 1.924981 2.312088 2.102880 0.05 0.00 -0.05
```
Positions in Å, forces in eV/Å.

Atom charges from the Mulliken analysis, given in e for atoms 1 to 8: 1.69, -0.57, -0.40, -0.67, -0.51, -0.84, -0.76, 0.40